No. 1
DFT (ωB97M-V/def2-TZVPD) results for a cluster of 2 separate species, C3H7ClN2O in total at a distorted geometry.

Last column: natural (NBO) charge in e.
Positions of all 14 atoms, in Å:
1 C 1.29066 -1.26518 -0.36516  -0.617
2 C 0.02559 -1.09843 0.45087  -0.285
3 C -1.60205 0.56602 0.02082  0.133
4 N 0.11158 3.52001 -0.09051  -0.047
5 N -0.44827 0.20581 0.12143  -0.470
6 O 0.95466 2.55037 0.02998  -0.489
7 Cl -3.01436 -0.40164 -0.16546  -0.022
8 H 1.41388 -2.43655 -0.62882  0.212
9 H 1.06486 -0.77884 -1.40400  0.223
10 H 2.24176 -0.93353 0.08609  0.227
11 H -0.72971 -1.97686 0.32314  0.200
12 H 0.10102 -1.37103 1.53935  0.230
13 H -1.80428 1.63461 -0.08597  0.208
14 H 0.39465 1.78524 0.16824  0.497

Values from the calculation:
E_LUMO (spin up / spin down) in Eh: 0.0185 / 0.0191
Max |F| in eV/Å: 3.90
HOMO energy (spin up / spin down) in eV: -8.59 / -8.62
Calculated total energy in eV: -20769.254
Gap between HOMO and LUMO (spin up / spin down) in eV: 9.1 / 9.1


No. 2
DFT (ωB97M-V/def2-TZVPD) results for a cluster of 2 separate species, C9H14 in total at a distorted geometry.

Last column: natural (NBO) charge in e.
Positions of all 23 atoms, in Å:
1 C 1.51965 1.98449 1.15752  -0.628
2 C 0.25940 0.87024 1.08293  -0.005
3 C -0.87132 1.30351 0.43726  -0.231
4 C -1.92515 0.34703 0.26615  -0.204
5 C -1.77079 -0.91399 0.71539  -0.258
6 C -0.63395 -1.45457 1.14082  -0.189
7 C 0.49342 -0.47304 1.29781  -0.220
8 H 2.25937 1.56385 0.36136  0.217
9 H 2.09068 1.98615 2.04082  0.214
10 H 0.99866 2.97361 0.98723  0.217
11 H -0.72914 2.29181 -0.11501  0.221
12 H -2.84722 0.68743 -0.15644  0.217
13 H -2.49523 -1.78994 0.42975  0.214
14 H -0.58071 -2.62291 1.33838  0.229
15 H 1.49215 -0.72107 1.46437  0.207
16 C 0.26074 -1.12347 -2.47813  -0.611
17 C 1.63631 -0.43570 -2.26043  -0.585
18 H 0.21691 -1.25478 -3.52327  0.200
19 H 0.33473 -2.14347 -2.14339  0.202
20 H -0.50022 -0.53921 -2.01139  0.213
21 H 2.08539 -0.65797 -3.30658  0.191
22 H 2.23448 -0.88452 -1.58966  0.193
23 H 1.63035 0.48406 -1.93209  0.194

Values from the calculation:
E_LUMO in Eh: 0.0367
Max |F| in eV/Å: 7.22
HOMO energy in eV: -9.00
Calculated total energy in eV: -9557.133
Gap between HOMO and LUMO in eV: 10.0